Density functional theory data (wB97M-V/def2-TZVPD) for a cluster of 15 separate species, C44H64Cl29F5NO3P in total.

Structure (XYZ):
```
147
Properties=species:S:1:pos:R:3
O 3.8357 7.0189 2.7066
C 2.9225 7.1482 1.9603
N 2.4764 8.3518 1.3365
C 2.0394 7.8916 0.0305
O 2.2755 8.4716 -0.9708
C 1.4160 6.5326 0.2785
C 2.0068 6.0708 1.4490
C 1.7231 4.8254 1.9731
C 0.8067 4.0428 1.2885
P 0.4291 2.3633 1.9390
O -1.1624 2.4743 2.2907
Cl 0.4465 1.1822 0.2322
C 0.1854 4.5124 0.1435
C 0.4678 5.7649 -0.3941
C -0.2568 6.2163 -1.6482
F -0.0400 7.5142 -1.9002
F 0.1848 5.4373 -2.6717
C -1.7665 5.9912 -1.4625
C -2.5417 5.1514 -2.2559
C -3.8883 5.0439 -1.9386
C -4.4773 5.7655 -0.9122
C -3.6943 6.6016 -0.1337
C -4.2644 7.4271 0.9747
F -4.8497 8.5482 0.5072
F -5.1982 6.7706 1.6763
F -3.3210 7.8325 1.8390
C -2.3358 6.6975 -0.4103
H 1.8218 8.9022 1.8726
H 2.2135 4.4870 2.8750
H -1.6413 2.8849 1.5547
H -0.5505 3.9031 -0.3668
H -2.1078 4.5849 -3.0580
H -4.5026 4.3854 -2.5350
H -5.5432 5.6652 -0.7504
H -1.7151 7.3307 0.2019
Cl 2.0511 -3.8201 2.5812
C 2.3017 -2.9668 1.0332
C 3.5305 -2.1024 1.0682
Cl 3.3185 -0.7222 2.1728
H 1.4102 -2.3790 0.8262
H 2.4102 -3.7264 0.2609
H 3.7187 -1.7005 0.0744
H 4.4073 -2.6607 1.3866
Cl 1.0046 -0.9571 -2.5206
C 2.4669 -0.7176 -3.5185
C 3.0636 -2.0337 -3.9585
Cl 3.7704 -2.9756 -2.6154
H 3.1589 -0.1194 -2.9350
H 2.1650 -0.1443 -4.3924
H 3.8668 -1.8512 -4.6635
H 2.3169 -2.6620 -4.4381
Cl -2.0263 7.0195 -4.3018
C -1.5867 7.4159 -5.9858
C -1.9090 6.2913 -6.9323
Cl -0.8620 4.8685 -6.6677
H -0.5281 7.6643 -6.0053
H -2.1535 8.3023 -6.2641
H -1.7481 6.6190 -7.9577
H -2.9418 5.9684 -6.8345
Cl -7.3736 4.2801 2.2091
C -8.3008 5.7801 1.9536
C -9.0528 5.7608 0.6500
Cl -7.9659 5.8331 -0.7656
H -7.6092 6.6155 2.0023
H -9.0066 5.8641 2.7783
H -9.7067 6.6289 0.5890
H -9.6593 4.8641 0.5556
Cl 5.3709 -8.9275 -1.6557
C 4.1372 -7.8192 -2.3169
C 4.4876 -6.3695 -2.0978
Cl 4.4067 -5.8871 -0.3793
H 3.1836 -8.0738 -1.8621
H 4.0750 -8.0173 -3.3855
H 3.7797 -5.7404 -2.6324
H 5.4892 -6.1459 -2.4561
Cl -2.5610 -8.1458 3.4522
C -0.8201 -7.7264 3.5227
C -0.2056 -7.6306 2.1545
Cl -0.0954 -9.2153 1.3476
H -0.3212 -8.4737 4.1352
H -0.7471 -6.7640 4.0263
H 0.8087 -7.2495 2.2356
H -0.7738 -6.9663 1.5100
Cl 0.2787 -0.2901 4.1039
C 0.3902 -0.3971 5.8775
C 1.0334 0.8278 6.4725
Cl 2.7648 0.9467 6.0624
H 0.9425 -1.3003 6.1256
H -0.6249 -0.4981 6.2584
H 0.9713 0.7914 7.5566
H 0.5458 1.7374 6.1316
Cl 0.9408 -6.4477 -2.0621
C 0.2388 -4.8124 -2.1949
C -0.4920 -4.6057 -3.4940
Cl 0.6186 -4.5535 -4.8976
H 1.0423 -4.0901 -2.0711
H -0.4602 -4.7018 -1.3683
H -1.0106 -3.6498 -3.4652
H -1.2148 -5.3861 -3.6790
Cl -2.3523 -5.8200 0.2294
C -4.0326 -5.9863 -0.3351
C -4.1020 -6.3091 -1.8006
Cl -3.5852 -4.9488 -2.8360
H -4.5609 -5.0668 -0.0966
H -4.4775 -6.8001 0.2355
H -5.1301 -6.5379 -2.0747
H -3.4791 -7.1659 -2.0457
Cl 4.9495 0.5759 -4.6506
C 6.4143 0.8707 -5.6264
C 7.0552 -0.4150 -6.0802
Cl 7.7620 -1.3272 -4.7238
H 7.0968 1.4696 -5.0296
H 6.1086 1.4547 -6.4926
H 7.8638 -0.1935 -6.7744
H 6.3377 -1.0610 -6.5800
Cl 3.6508 4.2872 11.3635
C 3.9389 3.9816 9.6309
C 2.6736 4.0719 8.8199
Cl 1.5492 2.7347 9.1759
H 4.4015 3.0029 9.5347
H 4.6452 4.7354 9.2877
H 2.9131 4.0083 7.7593
H 2.1484 5.0061 9.0000
Cl 3.2698 -10.7559 0.9901
C 4.4256 -11.9981 0.4538
C 4.5411 -13.1333 1.4377
Cl 5.3274 -12.6323 2.9569
H 5.3845 -11.5132 0.2894
H 4.0635 -12.3769 -0.5007
H 5.1532 -13.9258 1.0102
H 3.5658 -13.5437 1.6855
Cl -5.1041 8.3160 -6.9385
C -5.0581 10.0777 -6.6710
C -4.5701 10.8207 -7.8866
Cl -2.8428 10.5139 -8.2093
H -4.4273 10.2681 -5.8062
H -6.0731 10.3889 -6.4312
H -4.6790 11.8921 -7.7283
H -5.1312 10.5424 -8.7745
Cl -1.6128 -12.4261 7.5351
C -2.4782 -10.9147 7.1532
C -1.6682 -9.9973 6.2763
Cl -0.2537 -9.3215 7.1305
H -2.7431 -10.4344 8.0915
H -3.3940 -11.1952 6.6356
H -2.2793 -9.1545 5.9617
H -1.3089 -10.5110 5.3878
```

Output
lowest unoccupied orbital energy: -0.546 eV
HOMO level: -0.34139 hartree
HOMO-LUMO gap: 8.74 eV
largest force on an atom: 1.973 eV Å⁻¹

These are the Mulliken partial charges, in e, on atoms 1 to 2: O -0.51; C -0.11

Density functional theory data (wB97M-V/def2-TZVPD) for a cluster of 11 separate species, H22O11 in total.

Structure (XYZ):
```
33
Properties=species:S:1:pos:R:3
O -0.5545 -0.3262 -0.1568
H -0.0247 0.0211 0.5696
H -0.4983 0.3563 -0.8351
O -5.2358 0.0075 0.5325
H -4.6268 -0.7317 0.4249
H -5.7824 -0.0215 -0.2608
O -2.3433 -1.5054 2.3625
H -2.3643 -1.3646 3.3157
H -1.4366 -1.2929 2.1140
O 0.6870 -2.3438 -0.8665
H -0.1993 -2.5876 -1.1564
H 0.8333 -1.4774 -1.2626
O -0.3399 -4.1748 -1.3614
H -0.5711 -4.7984 -2.0590
H 0.2259 -4.6838 -0.7699
O -1.4840 4.4719 -0.3741
H -1.7479 3.8334 -1.0462
H -2.1177 4.3367 0.3394
O 2.6652 -1.1008 3.9398
H 3.0339 -1.2489 3.0617
H 1.9059 -0.5285 3.7819
O 1.7859 2.6430 1.7488
H 2.5419 2.1368 1.4307
H 1.0631 2.0054 1.7560
O -1.0324 1.1283 -3.0269
H -1.3440 0.6758 -2.2349
H -0.8359 2.0220 -2.7244
O 2.5285 1.7749 -0.5578
H 1.8213 2.4282 -0.5138
H 3.3300 2.2857 -0.3976
O 3.5382 -0.5920 -2.2790
H 2.6003 -0.5914 -2.0568
H 3.9784 -0.7570 -1.4376
```

Output
energy relative to the best compared isomer or geometry (same formula, charge and spin): 4.033 eV
lowest unoccupied orbital energy: -0.522 eV
HOMO level: -0.36553 hartree
HOMO-LUMO gap: 9.42 eV
largest force on an atom: 3.364 eV Å⁻¹

These are the Mulliken partial charges, in e, on atoms 1 to 2: O -0.36; H 0.24

Density functional theory data (wB97M-V/def2-TZVPD) for a structure of composition C37H37Cl3O2P2Ti.

Structure (XYZ):
```
82
Properties=species:S:1:pos:R:3
Ti -0.1857 0.5666 2.0915
C -1.5515 0.9760 -3.0639
C -1.6367 -0.3499 -2.8828
C -1.0493 -1.3556 -3.8289
C 0.3695 -1.0463 -4.3610
C 1.2550 -0.1882 -3.4982
C 1.3066 1.1529 -3.5419
C 0.3969 2.0364 -4.3295
C -1.0730 1.5831 -4.3516
C 1.6792 0.4129 3.3658
H -1.9742 1.6916 -2.3598
H -2.3254 -0.7673 -2.1466
H -1.7283 -1.4792 -4.6957
H -1.0193 -2.3452 -3.3491
H 0.8869 -2.0139 -4.4812
H 0.2842 -0.6368 -5.3797
H 2.0652 -0.7483 -3.0259
H 2.2195 1.6707 -3.2558
H 0.7657 2.1317 -5.3680
H 0.4482 3.0534 -3.9175
H -1.6896 2.4753 -4.5631
H -1.2232 0.8974 -5.2003
H 1.4006 1.2358 4.0494
H 2.7531 0.5435 3.1796
H 1.5883 -0.5223 3.9352
P -1.4639 -0.7612 0.4913
P 1.9482 0.0915 0.9026
C -0.1292 -1.1569 -0.6117
C 1.1642 -0.7369 -0.4839
C -2.4434 -2.2277 0.7878
C -2.6364 -3.1552 -0.2466
C -3.4083 -4.2936 -0.0161
C -3.9476 -4.5404 1.2537
C -3.7102 -3.6362 2.3037
C -2.9743 -2.4799 2.0728
C -2.5920 0.6380 0.1111
C -2.0778 1.9529 0.0306
C -2.9643 3.0315 -0.0213
C -4.3441 2.8211 0.0149
C -4.8534 1.5135 0.0918
C -3.9847 0.4256 0.1429
C 3.4163 -0.9321 1.1498
C 3.2206 -2.2432 1.6268
C 4.3225 -3.0442 1.9219
C 5.6234 -2.5552 1.7067
C 5.8123 -1.2683 1.1768
C 4.7106 -0.4584 0.8948
C 2.5506 1.7674 0.4945
C 2.6576 2.7922 1.4573
C 3.0250 4.0783 1.0593
C 3.2511 4.3629 -0.2934
C 3.1387 3.3425 -1.2528
C 2.8321 2.0439 -0.8441
H -0.3684 -1.9354 -1.3401
H 1.9094 -1.1281 -1.1784
H -2.1794 -2.9729 -1.2181
H -3.5923 -4.9820 -0.8419
H -4.5572 -5.4300 1.4262
H -4.1119 -3.8228 3.3044
H -2.7960 -1.7668 2.8805
H -0.9921 2.1172 -0.0433
H -2.5730 4.0485 -0.0893
H -5.0285 3.6720 -0.0236
H -5.9311 1.3440 0.1056
H -4.3651 -0.5974 0.2193
H 2.2023 -2.6171 1.7638
H 4.1684 -4.0573 2.3123
H 6.4823 -3.1862 1.9449
H 6.8236 -0.9010 0.9800
H 4.8491 0.5402 0.4799
H 2.4439 2.5724 2.5039
H 3.1447 4.8634 1.8112
H 3.5241 5.3717 -0.6039
H 3.3085 3.5529 -2.3116
H 2.7760 1.2233 -1.5598
Cl -1.7366 -1.7339 6.1423
C -2.1916 -0.1516 5.4657
Cl -3.9299 -0.1419 5.0340
Cl -1.8405 1.1546 6.6198
C -1.3983 0.1227 4.1440
O -0.8042 -0.8068 3.4840
O -1.3429 1.3021 3.6457
```

Output
energy relative to the best compared isomer or geometry (same formula, charge and spin): 0.000 eV
expectation value of S²: 2.01
2S+1: 3
lowest unoccupied orbital energy (alpha / beta): 0.228 / 0.264 eV
HOMO level (alpha / beta): -0.21057 / -0.23179 hartree
HOMO-LUMO gap (alpha / beta): 5.96 / 6.57 eV
largest force on an atom: 3.157 eV Å⁻¹

These are the Mulliken partial charges, in e, on atoms 1 to 2: Ti -0.08; C 0.17

Density functional theory data (wB97M-V/def2-TZVPD) for the molecule C30H47FN2O2S.

Structure (XYZ):
```
83
Properties=species:S:1:pos:R:3
C -5.8248 0.6765 -6.1473
C -4.6307 0.1407 -6.7182
C -3.5379 -0.8196 -7.5397
C -2.7636 -1.8975 -6.5775
C -1.1699 -2.2337 -6.7899
C -0.1685 -1.5489 -7.8923
C 0.0996 0.0550 -7.6904
C 0.9039 0.4644 -6.3232
C 1.6425 -0.7760 -5.5473
C 2.9285 -0.2699 -4.6051
C 2.9802 -1.2958 -3.2919
C 2.6529 -0.5045 -1.8694
C 3.5084 -1.1405 -0.6019
C 2.5778 -1.6955 0.6281
C 2.7087 -0.7657 2.0032
C 1.2640 -0.3620 2.6652
C 0.9822 -0.9910 4.1544
C 0.9823 0.1539 5.3669
C -0.5157 0.4622 5.9723
C -0.6678 2.0480 6.4590
C -0.6175 2.2091 8.1088
C -1.3618 3.6020 8.6195
C -0.3201 4.7762 9.0955
C -0.9013 6.3162 8.8516
C -0.2086 7.4332 9.8497
C -0.5335 -3.3935 -5.7668
F 0.9040 -3.8452 -5.8601
C -1.4272 -4.1613 -4.5972
C -0.6956 -5.3309 -3.6675
O -0.8499 -5.1015 -2.2226
O -0.2745 -3.9894 -1.8495
C -3.0062 -3.8178 -4.3155
N -3.8952 -4.4292 -3.2481
S -5.4231 -3.5785 -3.5378
N -5.0387 -2.5305 -4.9141
C -3.5962 -2.6753 -5.3559
H -6.9091 1.0588 -5.8362
H -4.0992 -1.4643 -8.3729
H -2.8433 -0.0813 -8.1240
H 0.8530 -2.1538 -7.9727
H -0.6960 -1.6820 -8.9548
H -0.8564 0.7316 -7.7462
H 0.7919 0.4002 -8.5994
H 0.1658 1.0955 -5.6451
H 1.7660 1.2270 -6.6384
H 2.0819 -1.6057 -6.2458
H 0.8495 -1.1913 -4.7583
H 2.6110 0.7765 -4.1871
H 3.9455 -0.2765 -5.1940
H 2.2019 -2.1706 -3.3575
H 4.0490 -1.8200 -3.1996
H 1.5087 -0.5901 -1.5514
H 2.9624 0.6343 -1.9483
H 4.1919 -0.2753 -0.1545
H 4.2678 -1.9854 -0.9487
H 1.4382 -1.8342 0.3610
H 2.9648 -2.7751 0.9572
H 3.3393 -1.3122 2.8468
H 3.2862 0.2562 1.7929
H 0.3965 -0.7367 1.9487
H 1.2259 0.8169 2.7845
H 1.6922 -1.8699 4.4622
H -0.1215 -1.4402 4.1462
H 1.5103 1.1527 5.0579
H 1.6162 -0.3069 6.2671
H -1.3072 0.3165 5.0975
H -0.8089 -0.2536 6.8744
H 0.1920 2.7303 5.9918
H -1.7315 2.4817 6.1385
H 0.4825 2.1806 8.5454
H -1.1999 1.3221 8.6265
H -2.0947 3.3876 9.5163
H -2.0383 4.0077 7.7251
H -0.1119 4.6323 10.2406
H 0.6834 4.7037 8.4774
H -2.0599 6.3895 9.0258
H -0.7077 6.6619 7.7351
H -0.6547 8.5069 9.5874
H 0.9592 7.5269 9.6555
H -0.3921 7.2323 10.9922
H -1.1309 -6.3904 -4.0029
H 0.4729 -5.4054 -3.8747
H 0.5507 -3.7925 -2.3864
```

Output
lowest unoccupied orbital energy: -1.696 eV
HOMO level: -0.31583 hartree
HOMO-LUMO gap: 6.90 eV
largest force on an atom: 10.091 eV Å⁻¹

These are the Mulliken partial charges, in e, on atoms 1 to 2: C -0.25; C -0.36

Density functional theory data (wB97M-V/def2-TZVPD) for the molecule C6H9N.

Structure (XYZ):
```
16
Properties=species:S:1:pos:R:3
C -0.5296 -1.5110 1.1225
C -0.4845 0.0559 1.2877
C 0.6606 0.7590 0.1399
C 0.0824 0.9045 -1.2420
C 1.8789 -0.0988 0.5105
N 2.4106 0.6121 1.4531
C 1.6586 1.6298 0.8351
H 0.4069 -1.7004 0.5579
H -1.4217 -1.7165 0.6033
H -0.4728 -1.9220 2.1848
H -0.1393 0.4387 2.2831
H -1.5101 0.5721 1.0960
H -0.2702 1.8650 -1.2774
H -0.7050 0.1367 -1.6083
H 0.7605 0.8461 -2.0515
H 2.2001 2.3989 0.1644
```

Output
energy relative to the best compared isomer or geometry (same formula, charge and spin): 5.678 eV
lowest unoccupied orbital energy: 0.257 eV
HOMO level: -0.32490 hartree
HOMO-LUMO gap: 9.10 eV
largest force on an atom: 4.282 eV Å⁻¹

These are the Mulliken partial charges, in e, on atoms 1 to 2: C -0.89; C -0.65

Density functional theory data (wB97M-V/def2-TZVPD) for the molecule C3H4BrNO.

Structure (XYZ):
```
10
Properties=species:S:1:pos:R:3
C 0.5509 1.2301 -0.4264
C 0.9690 -1.0896 -0.3466
C -1.1618 0.0560 0.6111
N 1.2661 0.1755 -0.6805
O -0.6068 1.2257 0.1384
Br -2.9024 -0.2991 -0.0209
H 0.7404 2.2019 -0.6827
H 1.0231 -1.3396 0.7031
H 1.2024 -1.8947 -0.9621
H -1.0810 -0.2662 1.6666
```

Output
energy relative to the best compared isomer or geometry (same formula, charge and spin): 3.829 eV
lowest unoccupied orbital energy (alpha / beta): 0.062 / 0.185 eV
HOMO level (alpha / beta): -0.28140 / -0.29895 hartree
HOMO-LUMO gap (alpha / beta): 7.72 / 8.32 eV
largest force on an atom: 4.667 eV Å⁻¹

These are the Mulliken partial charges, in e, on atoms 1 to 2: C 0.25; C -0.40

- Look up the largest force on an atom of the third one.
  3.157 eV Å⁻¹

- Which of these has the lowest largest force on an atom?
  C44H64Cl29F5NO3P